ORCA calculation (wB97M-V/def2-TZVPD) on C25H37BClN5OPtSSi as an isolated structure.

The geometry in XYZ format:
```
73
Properties=species:S:1:pos:R:3
Pt 0.05410 -0.00721 -0.21392
C -4.60203 0.37589 -5.02468
Si -4.71429 0.80819 -3.21921
C -4.23505 2.57447 -2.90390
C -6.38426 0.42057 -2.49347
C -3.52593 -0.45408 -2.36053
C -3.81388 -1.81969 -2.53530
C -3.03807 -2.80862 -1.96541
C -1.91853 -2.45239 -1.20097
N -1.61586 -1.18660 -1.02177
C -2.39793 -0.20812 -1.56967
S -1.75653 1.30891 -1.08904
H -5.28474 1.01022 -5.59350
H -4.87368 -0.66261 -5.22080
H -3.59369 0.54386 -5.40823
H -4.95435 3.21200 -3.42350
H -3.24497 2.82135 -3.29075
H -4.27226 2.84002 -1.84599
H -7.14014 1.05662 -2.95828
H -6.40054 0.61506 -1.41912
H -6.67854 -0.61733 -2.65776
H -4.67037 -2.10699 -3.13354
H -3.27111 -3.85406 -2.11213
H -1.26598 -3.19037 -0.75398
B 4.60146 -0.36313 -1.25919
C 3.15844 -0.22239 -0.72413
N 2.07836 -0.13134 -0.30365
H 5.33220 0.27502 -0.52234
H 4.63395 0.15998 -2.34533
H 4.85896 -1.54617 -1.25574
C -0.95923 -3.49731 4.23788
C -0.40744 -3.18538 5.63557
C -1.39225 -2.28591 6.39385
C -0.32143 -4.51006 6.41567
C 1.00977 -2.51405 5.58116
O 1.56512 -2.42903 6.88542
C 1.96284 -3.29678 4.64388
C 3.47197 -3.14527 4.97678
C 4.22105 -2.05956 4.29822
C 4.47264 -2.13510 2.90008
C 5.23704 -1.19944 2.27427
C 5.77784 -0.12668 3.04374
Cl 6.75492 0.99954 2.30362
C 5.51596 -0.01410 4.43856
C 4.75766 -0.97007 5.04393
C 0.98589 -1.00793 5.23448
N 0.34061 -0.60458 3.98483
C 0.80093 -0.62242 2.73908
N -0.12953 -0.12733 1.93129
C -1.15914 0.19602 2.76052
N -0.90369 -0.07512 4.00976
H -1.95054 -3.93875 4.34701
H -0.34445 -4.22214 3.70171
H -1.07720 -2.60771 3.61776
H -2.29122 -2.85632 6.63021
H -1.69862 -1.41810 5.81322
H -0.96277 -1.94734 7.33765
H -1.27893 -5.02488 6.34028
H -0.14865 -4.34704 7.48134
H 0.43482 -5.19922 6.03627
H 1.52914 -3.29394 7.31092
H 1.75637 -3.03755 3.60205
H 1.74249 -4.35686 4.73690
H 3.95654 -4.08098 4.67652
H 3.58250 -3.04457 6.05469
H 4.08163 -2.97340 2.33599
H 5.45467 -1.25673 1.21324
H 5.93881 0.81064 4.99567
H 4.57443 -0.92130 6.11012
H 2.01530 -0.64880 5.20731
H 0.47194 -0.47434 6.02803
H 1.78017 -0.95591 2.43778
H -2.08122 0.64530 2.43176
```

Output
ΔE to the lowest compared entry with this formula, charge and spin, kcal per mole: 8.2
Charge: +2
Multiplicity: 5
⟨S²⟩: 6.045